w) DFT (ωB97M-V/def2-TZVPD) results for the molecule O2.

Summary:
Gap between HOMO and LUMO   7.65 eV
SMILES   O=O
LUMO   -4.334 eV

Bonds (Å) are listed after each position.
Geometry (Å):
1 O -0.247 -0.004 0.721  O2 1.525
2 O 0.247 0.004 -0.721  O1 1.525

Listed below, in e, are the natural (NBO) charges computed for each atom:
1. O 0.0000
2. O 0.0000

=====

x) DFT (ωB97M-V/def2-TZVPD) results for a cluster of 2 separate species, O2 in total.

Summary:
Gap between HOMO and LUMO   7.31 eV
LUMO   -5.697 eV

Bonds (Å) are listed after each position.
Geometry (Å):
1 O 0.000 0.000 0.952  no bonds
2 O 0.000 0.000 -0.952  no bonds

Listed below, in e, are the natural (NBO) charges computed for each atom:
1. O 0.0000
2. O 0.0000

=====

Bottom line: w), by a margin of 85.2 kcal/mol.